ORCA calculation (the ωB97M-V functional and the def2-TZVPD basis) on one molecule with the formula C9H10N2O4 in a non-equilibrium geometry.

```
! wB97M-V def2-TZVPD RIJCOSX def2/J DEFGRID3
* xyz 0 1
O 1.2061 1.7762 -0.9866
O 4.8882 -0.9929 0.4117
O 0.4697 2.5451 0.8837
O 3.7196 0.6197 -0.5304
N 0.8776 1.6777 0.1778
N 1.2652 -0.7723 -0.1234
C 0.6172 0.1808 0.6221
C -3.7853 -0.1575 -0.4019
C 3.8140 -0.5421 0.0944
C -1.0964 0.2240 0.1500
C -2.0276 0.2110 1.1638
C 2.5165 -1.4159 0.3110
C -2.8609 -0.1112 -1.4574
C -3.3434 -0.0560 0.8864
C -1.5142 0.0486 -1.1874
H -3.1958 0.1684 -2.4507
H -1.7573 0.3751 2.1582
H -4.8342 -0.2492 -0.5293
H 1.2089 -0.5017 -1.0795
H -0.6997 0.1105 -1.8416
H 2.6938 0.8242 -0.7238
H 2.5580 -2.2463 -0.3212
H 2.6185 -1.7294 1.3759
H 0.6531 -0.0009 1.6533
H -3.9916 0.0140 1.7451
*
```

Output
E_HOMO: -9.6780 eV
gap between HOMO and LUMO: 9.44 eV
lowest unoccupied orbital energy: -0.2422 eV
ΔE to the lowest compared entry with this formula, charge and spin: 3.340 eV

Atomic partial charges in e from the Mulliken method, atoms 1 to 8: -0.6040 -0.5823 -0.5905 -0.5044 1.0137 -0.4105 -0.4466 -0.4043


ORCA calculation (the ωB97M-V functional and the def2-TZVPD basis) on one molecule with the formula C17H25F3N4O3.

```
! wB97M-V def2-TZVPD RIJCOSX def2/J DEFGRID3
* xyz 0 1
F 2.3675 0.4030 5.8466
F 3.1808 2.3093 5.2200
F 4.2623 0.4808 4.8014
O 3.2013 3.5076 0.2717
O 3.9087 1.6669 -0.7823
O 0.6190 1.4300 -2.1032
N 0.1305 -2.1069 -0.8976
N -0.6384 0.7834 -0.3379
N 2.1057 0.0800 0.7595
N 0.3093 -3.4168 -1.0988
C 1.6318 -0.1532 -0.6202
C 1.6156 -3.7597 -1.1858
C 3.9953 4.2790 -0.6375
C -2.0320 2.8014 0.0620
C 3.0300 1.0225 4.8496
C 2.3426 -2.6071 -1.0278
C 1.3431 -0.5809 1.8115
C 2.3260 1.4874 1.0675
C 1.3560 -1.6066 -0.8550
C 3.0300 1.6395 2.4293
C 2.2960 0.8990 3.5371
C -1.8280 1.5186 -0.7365
C 3.2490 2.1828 0.0756
C 2.0901 -0.5542 3.1342
C 0.4816 0.7505 -1.1015
C -0.9420 3.8346 -0.1928
C 3.8234 -2.4068 -1.0527
H 4.1483 -1.9856 -2.0060
H 4.3539 -3.3463 -0.9015
H 1.3784 2.0490 1.0918
H 1.1515 -1.6084 1.5095
H 4.1274 -1.7095 -0.2714
H -2.6900 0.8580 -0.6238
H 3.1143 2.6991 2.6656
H -0.4916 -4.0134 -1.1916
H 2.4522 0.1274 -1.2744
H 3.0544 -1.0541 3.0190
H -2.0816 2.5573 1.1280
H 5.0464 4.0102 -0.5492
H -0.9075 4.1084 -1.2483
H 3.8426 5.3162 -0.3566
H -1.1126 4.7396 0.3915
H 1.9226 -4.7787 -1.3543
H 3.6669 4.1065 -1.6608
H -0.7429 0.0596 0.3506
H 1.5179 -1.0885 3.8938
H -3.0067 3.2184 -0.2059
H -1.7235 1.7543 -1.7958
H 0.0439 3.4482 0.0697
H 4.0402 1.2313 2.3351
H 1.3187 1.3658 3.7026
H 0.3638 -0.0999 1.9903
*
```

Output
E_HOMO: -8.7955 eV
gap between HOMO and LUMO: 9.50 eV
lowest unoccupied orbital energy: 0.6998 eV
ΔE to the lowest compared entry with this formula, charge and spin: 0.269 eV

Atomic partial charges in e from the Mulliken method, atoms 1 to 8: -0.2829 -0.2780 -0.2790 -0.3278 -0.6072 -0.6728 -0.4368 0.2311


ORCA calculation (the ωB97M-V functional and the def2-TZVPD basis) on a 2-piece molecular cluster, C3H7N3O3 overall in a non-equilibrium geometry.

```
! wB97M-V def2-TZVPD RIJCOSX def2/J DEFGRID3
* xyz 0 3
O 0.1234 1.7829 1.3052
O 0.2621 1.4247 -1.3413
O 2.5744 -1.2207 -0.0633
N 1.5443 -0.4150 0.4823
N -0.7141 0.6512 -0.9378
N -0.5631 -0.4604 1.3582
C 0.5772 -1.1166 0.9327
C -0.7486 0.9405 1.2201
C -1.4180 0.0777 -1.8172
H 0.8547 1.3675 -0.5413
H -1.3658 -1.0871 1.4410
H -1.8335 1.1526 1.4772
H 0.6861 -2.0923 1.1768
H 3.3468 -0.6009 -0.3422
H -1.2026 0.1744 -2.9092
H -2.1233 -0.5786 -1.4413
*
```

Output
E_HOMO (spin up / spin down): -5.2403 / -9.5906 eV
gap between HOMO and LUMO (spin up / spin down): 5.98 / 7.56 eV
lowest unoccupied orbital energy (spin up / spin down): 0.7348 / -2.0355 eV
ΔE to the lowest compared entry with this formula, charge and spin: 2.696 eV
<S²>: 2.01

Atomic partial charges in e from the Mulliken method, atoms 1 to 8: -0.5366 -0.3613 -0.4314 0.0051 -0.0230 -0.0204 -0.6001 -0.0064


ORCA calculation (the ωB97M-V functional and the def2-TZVPD basis) on a 6-piece molecular cluster, C6H24O6 overall.

```
! wB97M-V def2-TZVPD RIJCOSX def2/J DEFGRID3
* xyz 0 1
O -19.9934 0.6697 22.6607
O -26.1307 -1.5264 21.1875
O -25.1708 0.0180 23.2323
O -22.6376 -0.2382 22.2462
O -25.7159 -0.0440 18.8688
O -19.5674 -0.5953 17.9264
C -25.6273 1.2466 22.6750
C -20.3849 -1.7684 17.9185
C -19.5614 -0.1088 23.7776
C -22.7804 -0.0699 20.8421
C -26.5131 1.1196 18.8557
C -25.8003 -2.8874 21.3696
H -18.6478 -0.8585 17.8435
H -25.8778 -0.5262 19.6967
H -26.3900 -3.3338 22.1738
H -18.7159 0.3620 24.2802
H -23.8231 -0.2435 20.5695
H -22.5182 0.9406 20.5200
H -21.7695 0.1073 22.4978
H -27.5046 0.9444 19.2830
H -19.4397 0.4708 21.9002
H -19.2825 -1.1228 23.4819
H -21.4153 -1.4283 17.8627
H -24.7341 -3.0158 21.6016
H -25.1298 1.4657 21.7285
H -25.4789 2.0831 23.3650
H -26.0426 1.9536 19.3967
H -26.0033 -3.4103 20.4368
H -20.4041 -0.1745 24.4606
H -25.9391 -1.0640 22.0266
H -20.2415 -2.3655 18.8217
H -26.6983 1.1471 22.5014
H -20.1895 -2.3909 17.0406
H -22.1978 -0.8056 20.2794
H -26.6315 1.4268 17.8170
H -24.2034 -0.0229 23.1161
*
```

Output
E_HOMO: -9.5835 eV
gap between HOMO and LUMO: 10.00 eV
lowest unoccupied orbital energy: 0.4156 eV
ΔE to the lowest compared entry with this formula, charge and spin: 2.843 eV

Atomic partial charges in e from the Mulliken method, atoms 1 to 8: -0.5658 -0.5299 -0.6644 -0.5898 -0.4792 -0.5112 -0.5230 -0.4861